86
Properties=species:S:1:pos:R:3 method="wB97M-V/def2-TZVPD" e_lumo_ev=4.26 orbital_gap_ev=5.215 total_charge=-2
Ag 0.079 1.022 0.201
C 4.328 -5.952 1.202
C 4.819 -4.521 1.472
C 5.894 -4.191 0.436
C 5.474 -4.476 2.862
C 3.642 -3.550 1.407
C 3.570 -2.490 0.516
C 2.460 -1.664 0.457
Se 2.364 -0.319 -0.906
C 1.302 -1.336 -2.148
C 1.822 -2.527 -2.610
C 1.114 -3.357 -3.468
C -0.146 -2.906 -3.872
C -0.706 -1.714 -3.445
C 0.006 -0.862 -2.515
O -0.487 0.219 -2.062
C -2.101 -1.281 -3.904
C -3.037 -1.168 -2.689
C -2.735 -2.274 -4.883
C -2.018 0.080 -4.615
C 1.717 -4.694 -3.893
C 1.986 -5.555 -2.649
C 0.790 -5.483 -4.821
C 3.041 -4.467 -4.638
C 1.315 -1.844 1.295
O 0.246 -1.173 1.143
C 1.441 -2.889 2.288
C 2.552 -3.710 2.274
C 0.278 -3.152 3.249
C -0.824 -3.892 2.475
C 0.698 -4.013 4.449
C -0.304 -1.855 3.837
H 5.158 -6.667 1.255
H 3.574 -6.253 1.930
H 3.876 -6.016 0.210
H 6.716 -4.909 0.512
H 5.492 -4.239 -0.578
H 6.301 -3.190 0.593
H 6.310 -5.182 2.926
H 5.850 -3.472 3.070
H 4.753 -4.729 3.641
H 4.374 -2.295 -0.185
H 2.806 -2.821 -2.256
H -0.720 -3.524 -4.550
H -3.145 -2.143 -2.205
H -2.625 -0.463 -1.971
H -4.031 -0.827 -3.002
H -2.871 -3.259 -4.430
H -3.720 -1.904 -5.182
H -2.130 -2.391 -5.787
H -1.581 0.819 -3.946
H -1.398 -0.001 -5.513
H -3.017 0.412 -4.916
H 1.054 -5.752 -2.116
H 2.442 -6.514 -2.926
H 2.654 -5.043 -1.954
H -0.164 -5.698 -4.335
H 0.587 -4.931 -5.742
H 1.257 -6.435 -5.091
H 3.751 -3.926 -4.011
H 3.497 -5.421 -4.929
H 2.872 -3.872 -5.539
H 2.600 -4.525 2.987
H -0.448 -4.849 2.103
H -1.696 -4.079 3.112
H -1.137 -3.288 1.622
H 1.007 -5.021 4.165
H 1.518 -3.544 4.998
H -0.153 -4.120 5.128
H -0.766 -1.247 3.067
H -1.037 -2.102 4.613
H 0.490 -1.258 4.296
C -0.301 3.114 0.752
C -0.926 3.857 -0.324
C -0.181 4.395 -1.396
C -0.776 5.096 -2.426
C -2.153 5.304 -2.453
C -2.912 4.781 -1.412
C -2.319 4.083 -0.377
H -0.906 3.102 1.660
H 0.708 3.474 0.967
H 0.890 4.219 -1.417
H -0.157 5.475 -3.234
H -2.621 5.839 -3.272
H -3.990 4.915 -1.410
H -2.938 3.674 0.415